[1]
21 unconnected molecules or ions with the total composition H41O21 at a distorted geometry. Source: the Open Molecules 2025 dataset; level of theory: ωB97M-V/def2-TZVPD.

CARTESIAN COORDINATES (ANGSTROEM)
O (-1.92, 2.58, 1.92)
O (0.82, 0.77, -2.50)
O (-0.90, -2.03, 0.65)
O (3.94, -3.07, 1.51)
O (-2.07, 0.96, -4.69)
O (-1.74, 4.49, -0.48)
O (4.51, 0.04, 0.37)
O (-4.82, 1.82, -1.11)
O (1.13, 4.59, -0.89)
O (-2.73, -3.74, 3.05)
O (-4.17, 1.49, 1.48)
O (0.34, 1.07, 1.28)
O (3.35, 1.11, -1.97)
O (3.45, -2.03, -0.97)
O (-4.31, -0.71, -0.21)
O (2.02, -0.30, 2.54)
O (0.36, 3.56, 3.24)
O (-1.05, -0.52, -1.40)
O (0.40, -2.98, -3.87)
O (1.07, -2.52, 2.02)
O (1.52, -4.02, -1.73)
H (0.04, -2.11, 1.24)
H (1.10, -3.41, 2.38)
H (-0.84, 4.60, -0.84)
H (3.63, 0.25, -1.64)
H (-2.13, -3.00, 3.20)
H (-2.71, 0.73, -4.02)
H (-1.32, 0.12, -0.73)
H (-3.68, 0.77, 1.88)
H (-2.20, 3.86, -1.04)
H (-4.73, 0.07, 0.17)
H (-2.51, -3.97, 2.14)
H (1.54, -4.08, -2.69)
H (1.56, 1.00, -1.90)
H (0.20, 0.18, -1.92)
H (4.10, -1.33, -0.92)
H (3.60, 1.71, -1.25)
H (-0.28, -2.33, -4.04)
H (1.26, 5.17, -0.13)
H (-4.13, 1.53, -0.45)
H (-3.76, 2.32, 1.79)
H (3.56, 0.17, 0.53)
H (-1.15, -2.95, 0.70)
H (1.14, -2.45, -3.55)
H (2.52, -1.88, -0.79)
H (0.24, 0.12, 1.27)
H (2.43, -4.30, -1.54)
H (1.78, 3.89, -0.76)
H (4.65, -0.60, 1.08)
H (-4.17, -1.36, 0.48)
H (-1.86, 1.64, 1.75)
H (-1.15, 0.74, -4.53)
H (1.76, -1.37, 2.40)
H (2.99, -2.86, 1.55)
H (-1.65, 3.23, 1.25)
H (4.11, -3.23, 0.58)
H (-0.46, 4.04, 3.17)
H (-5.34, 2.21, -0.37)
H (1.92, -0.12, 3.48)
H (-0.79, -1.24, -0.74)
H (1.21, 0.90, 1.90)
H (0.31, 2.81, 2.64)

Summary:
* E: -1604.6572 Ha
* charge: -1
* energy above the lowest of the compared OMol25 structures with the same formula, charge and spin: 79.0 kcal/mol
* HOMO energy: -7.19 eV


[2]
21 unconnected molecules or ions with the total composition H41O21 at a distorted geometry. Source: the Open Molecules 2025 dataset; level of theory: ωB97M-V/def2-TZVPD.

CARTESIAN COORDINATES (ANGSTROEM)
O (2.33, -1.33, 0.19)
O (-0.38, 2.44, -1.37)
O (1.49, 2.33, -4.38)
O (3.65, -1.06, -1.81)
O (-0.76, 3.68, 2.02)
O (1.51, -3.60, -3.01)
O (1.13, 1.46, 2.27)
O (0.21, 0.61, 0.18)
O (-3.92, -2.54, -0.68)
O (-2.21, -2.87, 1.96)
O (4.43, -2.94, 1.16)
O (-3.42, 3.80, 0.16)
O (-2.92, 2.79, -3.07)
O (0.00, -0.76, -3.59)
O (-4.45, -0.26, 2.13)
O (0.39, -1.29, 2.22)
O (1.00, -0.64, 5.36)
O (3.19, -1.04, 3.31)
O (-1.28, -1.03, -0.80)
O (2.63, 1.73, -0.55)
O (-4.04, 0.61, -2.01)
H (3.49, -2.84, 0.85)
H (-0.22, 3.23, 2.66)
H (-1.09, 0.00, -0.66)
H (-0.27, -1.26, 1.50)
H (2.30, 2.57, -0.89)
H (-3.93, 1.39, -2.69)
H (-2.95, 3.44, -2.33)
H (4.12, -2.82, 2.07)
H (-3.62, 0.12, 2.11)
H (0.22, 1.89, -1.92)
H (0.39, 0.05, -3.59)
H (0.09, -0.96, 5.12)
H (0.64, 1.36, 1.42)
H (-0.44, -1.26, -1.26)
H (1.73, -3.65, -1.99)
H (2.11, 1.85, -4.80)
H (-3.83, -2.32, -1.55)
H (4.31, -1.19, -1.17)
H (-4.43, -1.11, 1.67)
H (3.37, -0.12, -1.77)
H (-3.82, 3.15, 0.82)
H (-4.80, 0.49, -1.51)
H (1.21, -1.09, 1.85)
H (0.80, 0.37, 5.33)
H (1.16, 0.43, 2.42)
H (-1.44, 3.03, 1.86)
H (-2.07, -3.43, 1.26)
H (2.78, -0.69, -0.04)
H (-3.00, -2.25, -0.18)
H (-0.57, 1.93, -0.62)
H (4.15, -1.22, 3.15)
H (2.22, -2.89, -3.28)
H (-1.94, 2.50, -2.84)
H (2.90, -1.50, 4.07)
H (1.85, -1.56, -0.62)
H (-2.43, 3.53, 0.11)
H (-1.46, -2.45, 2.21)
H (0.88, -0.03, 0.24)
H (1.99, 1.38, 0.02)
H (-0.90, -0.59, -3.21)
H (1.94, 2.44, -3.50)

Summary:
* E: -1604.5248 Ha
* charge: -1
* energy above the lowest of the compared OMol25 structures with the same formula, charge and spin: 162.1 kcal/mol
* HOMO energy: -6.29 eV